This record from the Open Molecules 2025 dataset describes a molecular structure, C12H19N5O8PbS2 at a distorted geometry. The level of theory is ωB97M-V/def2-TZVPD.

Geometry as XYZ:
```
47
Properties=species:S:1:pos:R:3
Pb 2.346 1.339 -0.118
C -0.408 -2.155 -1.237
C 0.203 -1.349 -2.388
N 0.083 0.068 -2.148
C -1.233 0.643 -2.274
C -2.115 0.375 -1.086
C -3.469 0.078 -1.255
C -4.252 -0.135 -0.135
C -3.658 -0.082 1.114
C -2.297 0.211 1.184
C -1.568 0.290 2.508
N -0.186 -0.124 2.491
C 0.069 -1.544 2.442
C -0.441 -2.283 1.192
N 0.043 -1.625 0.015
N -1.567 0.455 0.113
H -0.152 -3.227 -1.375
H -1.505 -2.079 -1.261
H -0.290 -1.671 -3.335
H 1.270 -1.581 -2.435
H 0.753 0.592 -2.692
H -1.763 0.301 -3.192
H -1.109 1.728 -2.318
H -3.906 0.020 -2.243
H -5.309 -0.351 -0.232
H -4.232 -0.262 2.014
H -2.103 -0.298 3.264
H -1.575 1.343 2.823
H 0.279 0.319 1.703
H -0.367 -2.005 3.339
H 1.153 -1.651 2.496
H -1.541 -2.260 1.173
H -0.145 -3.354 1.251
H 1.051 -1.517 0.019
O 5.854 0.258 -2.033
S 5.108 0.303 -0.787
O 4.593 1.691 -0.520
O 5.855 -0.227 0.333
S 3.409 -0.823 -1.059
O 0.440 5.046 -2.173
N 0.366 3.924 -1.683
O 1.209 3.059 -2.001
O -0.551 3.637 -0.919
O 2.773 0.205 2.173
C 2.919 1.238 2.850
O 2.746 2.398 2.478
H 3.223 1.081 3.924
```

**Energy relative to the best compared isomer or geometry (same formula, charge and spin)**: 1.6335 eV
**LUMO level**: 4.41 eV
**HOMO-LUMO gap**: 6.961 eV
**Charge**: -2